(A)
{"formula": "H3N3O3", "method": "the ωB97M-V functional and the def2-TZVPD basis", "gap_ev": 9.24, "smiles": "[H]/N=N\\N=O.OO", "total_charge": 0, "species": ["N", "N", "N", "O", "O", "O", "H", "H", "H"], "coordinates": [[-0.7899, -1.5356, -1.6578], [-0.1375, -2.5661, -1.8957], [-1.5534, -0.6954, -1.8762], [-2.2296, 0.2365, -1.5267], [0.5096, 1.7536, 0.4578], [-0.0532, 1.0833, 1.5980], [0.7495, 0.8467, 2.0926], [-0.6471, -3.4371, -1.9492], [-0.1232, 2.4950, 0.2247]]}

---

(B)
{"formula": "H3N3O3", "method": "the ωB97M-V functional and the def2-TZVPD basis", "gap_ev": [9.10, 7.39], "total_charge": 0, "species": ["N", "N", "N", "O", "O", "O", "H", "H", "H"], "coordinates": [[1.9666, 0.1392, -0.0209], [-0.9330, -0.9513, 0.2660], [-1.7333, -0.0150, -0.0803], [-2.9294, 0.0124, 0.0531], [-1.0841, 1.1401, -0.3675], [0.3615, -0.8075, -0.0102], [2.3873, -0.7106, -0.3875], [2.0985, 0.3537, 1.0054], [-0.1340, 0.8391, -0.4581]]}

---

Most stable of them? (A).

---

(A)
{"formula": "CH6N2O2", "method": "the ωB97M-V functional and the def2-TZVPD basis", "gap_ev": 9.30, "smiles": "C=NO.NO", "total_charge": 0, "species": ["C", "N", "N", "O", "O", "H", "H", "H", "H", "H", "H"], "coordinates": [[-0.3598, -0.0500, -1.0066], [0.6651, -0.9260, -0.9189], [-0.3742, 0.3710, 0.9601], [1.8805, -0.1454, -1.0124], [-1.2533, 0.4586, 2.1172], [2.5194, -0.7964, -1.3372], [-2.0992, 0.0917, 1.8107], [0.2617, -0.5437, 0.8592], [0.3232, 1.0945, 1.1489], [-1.3484, -0.4936, -1.1679], [-0.2152, 0.9394, -1.4530]]}

---

(B)
{"formula": "CH6N2O2", "method": "the ωB97M-V functional and the def2-TZVPD basis", "gap_ev": 10.49, "smiles": "NCN(O)O", "total_charge": 0, "species": ["C", "N", "N", "O", "O", "H", "H", "H", "H", "H", "H"], "coordinates": [[0.0008, -0.4624, 0.5389], [-0.0577, -0.1791, -0.8750], [1.3213, 0.0390, 0.9593], [-1.2678, -0.8245, -1.3235], [-0.2184, 1.2206, -1.0266], [0.1768, 1.4285, -1.8831], [-2.0491, -0.4573, -0.8694], [1.5653, -0.2784, 1.8889], [1.3758, 1.0456, 0.8488], [-0.8437, 0.0154, 1.0833], [-0.0035, -1.5474, 0.6584]]}

---

Most stable of them? (B).

---

(A)
{"formula": "C4H13NO2S", "method": "the ωB97M-V functional and the def2-TZVPD basis", "gap_ev": 4.24, "total_charge": 0, "species": ["C", "N", "C", "O", "C", "C", "S", "H", "H", "H", "H", "H", "H", "H", "H", "H", "H", "H", "H", "H", "O"], "coordinates": [[0.1857, 1.3067, 1.5148], [-0.4740, 1.3210, 0.2972], [-1.8346, 0.6629, 0.0448], [-2.1304, -0.6466, 0.0248], [0.7743, -0.0438, 1.8540], [1.2321, -0.7487, 0.5705], [2.1951, 0.2073, -0.5300], [-0.5968, 1.6244, 2.2470], [1.0153, 2.0822, 1.4730], [3.9977, -1.4762, -2.2845], [-2.2562, 1.2088, 0.9937], [-2.2354, 1.2923, -0.7340], [-2.3074, -1.3118, -1.3094], [1.6644, 0.2125, 2.4498], [0.0169, -0.6743, 2.4493], [1.9300, -1.5884, 0.8558], [0.3421, -1.0853, 0.0268], [4.7608, -1.2998, -2.1421], [0.1908, 1.3701, -0.5517], [-2.4019, -2.4257, -2.5643], [-2.6283, -1.5479, -2.3266]]}

---

(B)
{"formula": "C4H13NO2S", "method": "the ωB97M-V functional and the def2-TZVPD basis", "gap_ev": 9.17, "smiles": "CN[C@H](CO)CS.O", "total_charge": 0, "species": ["C", "N", "C", "C", "S", "C", "O", "H", "H", "H", "H", "H", "H", "H", "H", "H", "H", "H", "H", "H", "O"], "coordinates": [[-1.1747, 0.8590, -0.7762], [0.0166, 0.0150, -0.7914], [0.3083, -0.7197, 0.4252], [0.5491, 0.1917, 1.6476], [1.4987, -0.5773, 2.9754], [-0.7644, -1.7682, 0.6780], [-0.2844, -2.8879, 1.4192], [-1.4031, 1.1842, -1.7910], [-1.9987, 0.2588, -0.3863], [-1.0757, 1.7213, -0.1097], [0.8334, 0.5022, -1.1469], [1.2371, -1.2649, 0.2203], [-0.4314, 0.5092, 2.0396], [1.0889, 1.0647, 1.2756], [0.4745, -1.2488, 3.5066], [-1.5560, -1.3485, 1.3075], [-1.1515, -2.1061, -0.2904], [0.6689, -3.0033, 1.3348], [0.3890, 2.4453, -3.9451], [1.4903, 3.5294, -3.9583], [1.2849, 2.6438, -3.6344]]}

---

Most stable of them? (B).

---

(A)
{"formula": "C3H12N2O3", "method": "the ωB97M-V functional and the def2-TZVPD basis", "gap_ev": 10.54, "smiles": "C[C@@H](N)C(N)=O.O.O", "total_charge": 0, "species": ["N", "C", "C", "C", "N", "O", "H", "H", "H", "H", "H", "H", "H", "H", "H", "H", "O", "H", "H", "O"], "coordinates": [[-0.9835, -0.4786, 0.4545], [-0.2691, -0.0523, -0.7600], [0.4389, -1.2722, -1.3691], [0.6698, 1.0748, -0.3639], [1.7758, 0.6852, 0.3100], [0.4258, 2.2359, -0.6573], [-1.8617, -0.8899, 0.1741], [-1.1694, 0.2360, 1.1419], [-0.9792, 0.2902, -1.5130], [1.2732, -1.6524, -0.7881], [0.8146, -0.9513, -2.3328], [-0.3243, -2.0239, -1.5674], [2.3031, 1.4462, 0.7229], [1.8195, -0.2113, 0.7884], [0.2439, -1.6860, 1.3178], [1.0686, -2.0291, 2.6259], [1.1305, -1.9114, 1.6764], [-2.5727, 2.1817, -0.5647], [-1.4361, 2.6314, 0.3518], [-2.3676, 2.3770, 0.3526]]}

---

(B)
{"formula": "C3H12N2O3", "method": "the ωB97M-V functional and the def2-TZVPD basis", "gap_ev": 9.61, "smiles": "NCCC(N)=O.O.O", "total_charge": 0, "species": ["C", "C", "C", "N", "O", "N", "H", "H", "H", "H", "H", "H", "H", "H", "H", "H", "O", "H", "H", "O"], "coordinates": [[-0.0040, 1.0744, -0.1360], [1.2968, 0.6606, -0.8386], [1.1577, -0.3153, -1.9878], [0.4338, -1.4334, -1.6789], [1.6606, -0.1706, -3.0741], [0.1486, 2.0711, 0.8973], [-0.4837, 0.1501, 0.2102], [-0.7045, 1.4366, -0.8709], [1.9594, 0.1245, -0.1350], [1.8977, 1.5184, -1.1472], [0.6830, -2.2092, -2.2684], [-0.2352, -1.4520, -0.9069], [0.4383, 2.9692, 0.5417], [0.7039, 1.7888, 1.6892], [-1.2818, 0.5647, 2.4124], [-0.8276, -0.6481, 3.2649], [-1.4590, -0.3600, 2.6031], [-1.9707, -1.4537, 1.1162], [-1.5256, -2.6007, 0.1130], [-1.8878, -1.7156, 0.1959]]}

---

Most stable of them? (A).

---

(A)
{"formula": "H3PS", "method": "the ωB97M-V functional and the def2-TZVPD basis", "gap_ev": [8.76, 6.65], "total_charge": 0, "species": ["P", "S", "H", "H", "H"], "coordinates": [[-1.3202, 0.5187, 0.8192], [1.2670, -0.6350, -1.7179], [-0.6862, -0.6185, 1.0455], [-0.2389, 1.1639, 0.2733], [2.1368, 0.0761, -1.1262]]}

---

(B)
{"formula": "H3PS", "method": "the ωB97M-V functional and the def2-TZVPD basis", "gap_ev": [8.86, 6.52], "total_charge": 0, "species": ["P", "S", "H", "H", "H"], "coordinates": [[1.9296, -0.2708, -0.3525], [-2.2524, -0.1342, -0.7550], [2.3642, -0.4597, 1.0281], [0.4945, 0.0148, -0.0838], [-2.5359, 0.8500, 0.1633]]}

---

Most stable of them? (B).

---

(A)
{"formula": "C7H28O7", "method": "the ωB97M-V functional and the def2-TZVPD basis", "gap_ev": 10.06, "smiles": "CO.CO.CO.CO.CO.CO.CO", "total_charge": 0, "species": ["C", "O", "H", "H", "H", "H", "C", "O", "H", "H", "H", "H", "C", "O", "H", "H", "H", "H", "C", "O", "H", "H", "H", "H", "C", "O", "H", "H", "H", "H", "C", "O", "H", "H", "H", "H", "C", "O", "H", "H", "H", "H"], "coordinates": [[-9.2533, 19.5524, -21.2039], [-9.2167, 18.6052, -20.2231], [-9.9280, 20.3912, -20.9889], [-9.6030, 19.0358, -22.0800], [-8.2452, 19.9233, -21.4947], [-10.0843, 18.6725, -19.8439], [-5.2332, 22.2475, -22.2231], [-5.8089, 21.0240, -21.8609], [-4.8435, 22.2390, -23.2065], [-4.3835, 22.4771, -21.5779], [-5.9935, 23.0134, -22.1223], [-6.3374, 20.7749, -22.6495], [-9.9543, 24.8489, -19.1908], [-10.8901, 24.8235, -18.0965], [-9.1325, 25.5690, -19.1883], [-10.4305, 25.0194, -20.1792], [-9.5157, 23.8516, -19.1938], [-10.3849, 24.7196, -17.2652], [-6.8937, 23.0794, -19.3783], [-7.0591, 21.6940, -19.5884], [-7.4596, 23.4564, -18.5288], [-7.2348, 23.6575, -20.2421], [-5.8657, 23.2893, -19.1988], [-6.4197, 21.4267, -20.2628], [-9.1886, 23.1381, -22.0469], [-9.7152, 22.2735, -23.0008], [-9.2883, 22.6883, -21.0767], [-9.7083, 24.0843, -22.0511], [-8.1644, 23.2609, -22.3182], [-10.6518, 22.1786, -22.7358], [-12.2723, 22.2772, -20.6232], [-12.2430, 21.6259, -21.8472], [-11.3651, 22.1388, -20.0062], [-13.1040, 21.9098, -20.0359], [-12.3351, 23.3885, -20.6837], [-12.2287, 20.6986, -21.7240], [-7.9101, 20.0027, -24.8811], [-7.5721, 20.8685, -23.8401], [-8.7931, 20.3813, -25.4241], [-8.1054, 19.0773, -24.4459], [-7.1524, 19.8906, -25.6379], [-8.3632, 21.3545, -23.4729]]}

---

(B)
{"formula": "C7H28O7", "method": "the ωB97M-V functional and the def2-TZVPD basis", "gap_ev": 9.21, "total_charge": 0, "species": ["C", "O", "H", "H", "H", "H", "C", "O", "H", "H", "H", "H", "C", "O", "H", "H", "H", "H", "C", "O", "H", "H", "H", "H", "C", "O", "H", "H", "H", "H", "C", "O", "H", "H", "H", "H", "C", "O", "H", "H", "H", "H"], "coordinates": [[-1.9860, -0.0738, -2.0134], [-3.0566, -0.8136, -2.5143], [-2.1831, 0.9940, -1.9178], [-1.8523, -0.4749, -1.0088], [-1.0866, -0.2502, -2.6033], [-3.7324, -0.9214, -1.8410], [-1.6001, -1.5239, 1.3934], [-0.5368, -1.3364, 2.2900], [-1.7675, -0.6638, 0.7451], [-1.2631, -2.3897, 0.8234], [-2.5700, -1.6433, 1.8763], [-0.1619, -2.1903, 2.5177], [-0.0678, 2.8900, 0.3157], [-1.0204, 2.2030, -0.4970], [-0.0939, 3.9797, 0.3247], [-0.1258, 2.5283, 1.3423], [0.9428, 2.7173, -0.0543], [-1.8491, 2.3950, -0.0520], [0.4361, -2.8967, -1.4931], [0.2595, -4.3142, -1.5631], [-0.3464, -2.3388, -2.0073], [0.2835, -2.5544, -0.4695], [1.4809, -2.6865, -1.7221], [-0.6779, -4.5081, -1.4898], [2.9573, 1.3302, -0.3503], [4.0096, 2.2621, -0.5194], [1.9707, 1.6866, -0.6466], [3.1398, 0.3932, -0.8764], [3.0626, 0.9935, 0.6811], [4.2533, 2.2717, -1.4479], [0.4739, 1.0936, 2.6647], [-0.7796, 0.5529, 2.4732], [1.0867, 1.0017, 1.7680], [0.3592, 2.1546, 2.8866], [0.9051, 0.5417, 3.4999], [-0.7022, -0.4034, 2.4431], [0.3952, -0.3316, -0.4154], [0.2169, 0.7872, -1.2746], [1.2527, -0.8932, -0.7861], [0.6288, -0.0022, 0.5971], [-0.4532, -1.0138, -0.3606], [-0.2019, 1.4478, -0.7180]]}

---

Most stable of them? (A).